Record 1
Below is 9 unconnected molecules or ions with the total composition C22H56N3O12P, with properties calculated with ωB97M-V/def2-TZVPD.

Structure (XYZ):
```
94
C22H56N3O12P | OMol25 | ωB97M-V/def2-TZVPD
C 4.3319 -1.7881 -0.0836
C 2.7863 -1.3526 -0.0249
C 2.5631 0.1333 0.5871
C 2.0157 -1.4696 -1.4633
C 1.0583 -2.7639 -1.5227
C 1.6680 -3.8758 -2.5625
C -0.4447 -2.4699 -2.0527
O -1.3127 -3.4551 -1.4513
C -2.1414 -2.9691 -0.3908
C -3.5014 -2.3989 -1.0899
N -4.5720 -1.8798 -1.3443
C -2.5383 -4.2952 0.4938
C -1.3917 -5.4338 0.4770
C -1.3177 -6.1345 1.9478
N -2.4317 -6.9082 2.5463
O -0.2239 -6.0372 2.6129
C -1.5080 -1.8933 0.6122
C -0.4446 -2.4574 1.6531
N 0.3771 -2.9731 2.3696
P -2.9839 -1.2086 1.6756
O -2.2981 -0.7674 3.1848
O -3.7588 0.0974 0.8841
H 5.0495 -0.9637 -0.4451
H 4.6468 -2.0076 1.0153
H 4.5152 -2.7917 -0.6410
H 2.2679 -2.0805 0.7122
H 1.8342 0.7812 -0.0142
H 3.5288 0.7260 0.7440
H 2.0801 0.0100 1.6389
H 2.8635 -1.6611 -2.2357
H 1.4153 -0.5206 -1.6865
H 1.0104 -3.3208 -0.5068
H 0.7971 -4.6329 -2.7162
H 2.5224 -4.4874 -2.0862
H 1.9433 -3.4189 -3.5802
H -0.4183 -2.7040 -3.1930
H -0.7764 -1.3791 -1.9697
H -2.7562 -4.0510 1.5895
H -3.5377 -4.6713 0.0364
H -0.3266 -5.0282 0.3014
H -1.6992 -6.2649 -0.2486
H -2.2965 -7.9076 2.2695
H -2.2142 -6.9179 3.5691
H -1.0496 -0.9583 0.1302
H -1.9336 0.1534 3.0820
H -3.1427 0.6615 0.3587
C -3.7487 -7.3898 -2.2481
O -2.4923 -7.5511 -1.6052
H -4.1504 -6.4079 -1.9954
H -3.6197 -7.4597 -3.3309
H -4.4403 -8.1627 -1.9038
H -2.1593 -8.4263 -1.8449
C 4.5584 3.9598 0.9472
O 3.6963 3.0771 0.2409
H 5.1637 3.3801 1.6452
H 5.2136 4.4740 0.2410
H 3.9612 4.6877 1.5033
H 3.1740 3.6163 -0.3683
C -5.1790 3.4058 2.2545
O -3.9179 3.2472 2.8904
H -5.5739 4.3924 2.4970
H -5.0586 3.3209 1.1720
H -5.8712 2.6410 2.6144
H -3.5917 2.3674 2.6595
C -1.3297 1.9734 6.0129
O -1.7042 1.5571 4.7087
H -0.3040 2.3423 5.9841
H -1.9930 2.7746 6.3476
H -1.3904 1.1266 6.7009
H -2.6150 1.2360 4.7630
C 8.0222 5.6189 -1.4917
O 7.6450 4.5736 -0.6101
H 8.3425 6.4802 -0.9034
H 8.8493 5.2851 -2.1241
H 7.1692 5.9010 -2.1106
H 7.3668 3.8271 -1.1568
C -8.6504 4.0666 -0.1052
O -7.7287 4.3950 0.9234
H -8.6360 2.9871 -0.2594
H -9.6564 4.3763 0.1890
H -8.3616 4.5681 -1.0324
H -7.7611 5.3538 1.0395
C 4.3546 6.6185 -1.6428
O 5.0727 5.4697 -2.0597
H 5.0229 7.2674 -1.0750
H 3.9851 7.1570 -2.5192
H 3.5171 6.3167 -1.0079
H 4.4563 4.9146 -2.5589
C 1.6989 3.9019 -4.1919
O 2.9580 3.7555 -3.5511
H 1.2894 4.8818 -3.9447
H 1.8259 3.8259 -5.2744
H 1.0150 3.1253 -3.8408
H 3.2980 2.8815 -3.7858
```

Values from the calculation:
- LUMO energy: -0.04 eV
- Total charge: 0
- Energy: -2280.01607 Eh
- F_max: 0.1329 Eh/bohr
- SMILES string: CC(C)C[C@H](C)CO[C@@](C#N)(CCC(N)=O)[C@H](C#N)P(O)O.CO.CO.CO.CO.CO.CO.CO.CO
- Kohn-Sham gap: 9.02 eV

Record 2
Below is 6 unconnected molecules or ions with the total composition C22H57B3BrO8P, with properties calculated with ωB97M-V/def2-TZVPD.

Structure (XYZ):
```
92
C22H57B3BrO8P | OMol25 | ωB97M-V/def2-TZVPD
C -7.3453 2.4498 5.6037
C -6.5874 3.2393 4.5425
C -6.5224 2.5125 3.1850
C -5.0922 2.2164 2.7167
B -4.4810 0.8602 3.1759
O -5.2088 -0.0767 3.9133
B -4.9790 -1.3930 3.6270
Br -6.2757 -2.7177 4.1046
O -3.8283 -1.7742 2.9915
B -2.8068 -0.8225 2.9764
P -1.0178 -1.2742 3.4123
C -0.9334 -3.0693 3.0171
C 0.0174 -0.5359 2.0816
C 1.5235 -0.7181 2.3563
O -3.1935 0.4944 2.8297
H -7.3744 2.9812 6.5566
H -6.8909 1.4702 5.7653
H -8.3802 2.2895 5.2925
H -7.0746 4.2074 4.4120
H -5.5723 3.4418 4.8959
H -7.0901 1.5809 3.2570
H -7.0238 3.1134 2.4254
H -4.4176 3.0226 3.0300
H -5.0212 2.2211 1.6219
H -1.6618 -3.5974 3.6312
H -1.1457 -3.2722 1.9669
H 0.0613 -3.4437 3.2592
H -0.2020 -1.0431 1.1419
H -0.2301 0.5215 1.9795
H 1.9567 -1.4168 1.6434
H 2.0686 0.2229 2.2844
H 1.7206 -1.1200 3.3535
C -1.4601 3.2322 4.3570
C -1.3290 4.3794 3.3715
C -0.0528 5.1770 3.5809
O -2.4777 5.2270 3.4328
H -1.4949 3.6108 5.3830
H -2.3783 2.6816 4.1621
H -0.6227 2.5368 4.2801
H -1.3439 3.9818 2.3539
H -0.0433 5.6157 4.5830
H 0.0171 5.9857 2.8539
H 0.8283 4.5413 3.4833
H -2.5174 5.6084 4.3181
C 0.8656 -1.3734 -3.6005
C -0.0328 -1.2506 -2.3842
C -0.9296 -0.0259 -2.4519
O 0.7659 -1.2297 -1.1975
H 1.5309 -0.5093 -3.6686
H 1.4923 -2.2623 -3.5189
H 0.2887 -1.4415 -4.5227
H -0.6496 -2.1467 -2.2860
H -0.3248 0.8830 -2.5149
H -1.5581 0.0390 -1.5633
H -1.5724 -0.0585 -3.3328
H 1.3283 -0.4464 -1.2446
C 5.9930 -3.7413 0.4470
C 4.9218 -3.1799 1.3678
C 3.7558 -4.1405 1.5387
O 4.4665 -1.9114 0.9013
H 5.5747 -3.9206 -0.5484
H 6.8193 -3.0377 0.3482
H 6.3823 -4.6878 0.8245
H 5.3601 -2.9667 2.3451
H 3.2769 -4.3277 0.5729
H 3.0092 -3.7178 2.2108
H 4.0880 -5.0975 1.9435
H 4.0624 -2.0423 0.0343
C 5.9980 -1.7116 -3.1169
C 4.6579 -2.0114 -3.7673
C 4.7879 -2.9709 -4.9378
O 4.0063 -0.8059 -4.1712
H 6.6713 -1.2416 -3.8395
H 5.8734 -1.0306 -2.2752
H 6.4740 -2.6255 -2.7587
H 3.9830 -2.4408 -3.0221
H 5.4260 -2.5356 -5.7124
H 3.8109 -3.1748 -5.3755
H 5.2344 -3.9156 -4.6250
H 4.5612 -0.3700 -4.8293
C -0.4825 0.3187 -6.7494
C 0.2377 1.6528 -6.8484
C 1.2627 1.6629 -7.9706
O 0.8472 1.9823 -5.6005
H 0.2466 -0.4682 -6.5380
H -1.2087 0.3412 -5.9368
H -0.9996 0.0642 -7.6754
H -0.4885 2.4509 -7.0159
H 2.0204 0.8940 -7.7925
H 1.7626 2.6296 -8.0228
H 0.7949 1.4584 -8.9347
H 1.4917 1.2938 -5.3937
```

Values from the calculation:
- LUMO energy: 0.48 eV
- Total charge: 0
- Energy: -4464.59329 Eh
- F_max: 0.0098 Eh/bohr
- SMILES string: CCCCB1OB(Br)OB(P(C)CC)O1.CC(C)O.CC(C)O.CC(C)O.CC(C)O.CC(C)O
- Kohn-Sham gap: 8.86 eV

Record 3
Below is a molecular structure, C22H57F6KN4O27S7, with properties calculated with ωB97M-V/def2-TZVPD.

Structure (XYZ):
```
124
C22H57F6KN4O27S7 | OMol25 | ωB97M-V/def2-TZVPD
K -0.0489 3.6870 -2.4301
C -2.7891 -0.5907 -3.2767
F -3.8249 -0.4871 -2.3945
F -3.2213 -1.3919 -4.2033
F -2.4395 0.5807 -3.7460
S -1.2352 -1.3170 -2.3428
O -1.8131 -2.5075 -1.6626
O -0.2042 -1.5854 -3.3880
N -0.6372 -0.0021 -1.4286
S -0.8330 -0.4858 0.0204
O -2.2181 -0.4478 0.4507
O -0.0406 -1.7003 0.2562
C 0.0764 0.7829 1.1599
F -0.1707 0.4590 2.4272
F 1.4096 0.7074 0.9565
F -0.3788 1.9622 0.9078
C 3.5097 -4.3642 -4.3737
O 3.1031 -5.2262 -5.3165
H 3.7004 -3.3762 -4.7927
H 2.6900 -4.3083 -3.6575
H 4.4023 -4.6062 -3.7967
H 2.2165 -5.0493 -5.6394
C 3.0983 1.3397 -4.2009
O 3.0177 1.1821 -2.8021
H 3.5275 2.2825 -4.5400
H 3.6791 0.5674 -4.7052
H 2.0991 1.2654 -4.6300
H 2.2055 0.7396 -2.5450
O -6.0317 4.4848 0.0632
S -5.1956 3.4848 0.6934
O -3.9586 3.0905 0.0967
O -4.9043 3.8864 2.3105
C -4.0813 3.0637 3.1776
C -3.2947 4.0295 4.0111
C -6.1677 2.0046 1.0628
H -3.3544 2.4770 2.6159
H -4.6630 2.4359 3.8525
H -2.6058 4.5526 3.3478
H -2.6854 3.5754 4.7925
H -3.9519 4.7536 4.4928
H -5.5590 1.1921 1.4597
H -6.5390 1.7044 0.0830
H -6.9676 2.3314 1.7273
O 0.6080 9.0298 6.7965
S 0.7556 8.5100 5.4427
O 1.6937 9.1762 4.5257
O 1.0372 6.8882 5.5663
C 1.7844 6.2499 4.5812
C 2.1210 4.9372 5.1944
C -0.9440 8.3239 4.7882
H 2.6711 6.8362 4.3406
H 1.2822 6.1025 3.6250
H 2.5918 4.2488 4.4925
H 1.2761 4.3444 5.5447
H 2.9327 5.0756 5.9087
H -0.8449 7.7232 3.8841
H -1.2477 9.3384 4.5299
H -1.6320 7.8302 5.4746
O 11.5407 -1.2404 -0.2845
S 11.0847 -1.2314 1.1504
O 12.0412 -0.8518 2.2063
O 9.6636 -0.3591 1.3641
C 8.5920 -0.7070 0.4089
C 7.1973 -1.0122 1.0430
C 10.4866 -2.8858 1.6189
H 8.8869 -1.5028 -0.2751
H 8.5321 0.1275 -0.2897
H 6.4812 -0.1910 1.0134
H 7.2124 -1.3618 2.0753
H 6.6522 -1.8414 0.5919
H 10.0673 -2.9800 2.6207
H 11.3553 -3.5413 1.5573
H 9.6280 -3.0038 0.9578
O 3.7613 -3.9179 2.8867
S 4.0817 -5.3132 2.5186
O 5.0934 -5.6266 1.5261
O 4.3322 -6.1572 3.9118
C 4.6519 -7.5034 3.7763
C 6.2158 -7.6876 3.7596
C 2.4486 -6.0622 2.0021
H 4.1084 -7.9883 2.9655
H 4.2906 -7.8578 4.7416
H 6.6355 -7.4706 4.7419
H 6.6943 -7.0101 3.0523
H 6.5214 -8.7040 3.5111
H 1.7078 -5.7988 2.7571
H 2.5091 -7.1446 2.1157
H 2.0804 -5.5986 1.0869
O -12.0119 -0.5337 -0.7908
S -11.5167 -0.0290 -2.0541
O -10.4195 0.9560 -2.2292
O -11.1881 -1.2597 -3.0683
C -10.4464 -1.0694 -4.2974
C -9.2317 -1.9917 -4.2628
C -12.9887 0.6550 -2.9662
H -10.0580 -0.0899 -4.5766
H -11.0893 -1.3303 -5.1380
H -8.3508 -1.5659 -3.7824
H -8.9469 -2.2263 -5.2885
H -9.6296 -2.8655 -3.7468
H -13.3251 1.5310 -2.4117
H -13.7512 -0.1122 -2.8315
H -12.7448 0.7773 -4.0215
C -3.1146 -7.4289 0.7690
N -3.2321 -7.2575 2.2350
O -3.2370 -8.3270 2.9497
O -3.2230 -6.1087 2.6199
H -3.4093 -6.5612 0.1787
H -3.7886 -8.2652 0.5834
H -2.1276 -7.8041 0.4983
C -2.8171 2.9386 -8.5112
N -2.2722 3.5834 -7.2775
O -1.0395 3.5575 -7.0947
O -3.0155 4.2179 -6.6170
H -2.9102 3.6490 -9.3327
H -3.7919 2.5185 -8.2630
H -2.0201 2.2127 -8.6718
C 5.8538 4.3726 -0.7961
N 4.8877 4.4549 0.2814
O 3.8111 5.0255 0.0181
O 5.2038 3.8899 1.3363
H 6.7684 4.8801 -0.4893
H 5.4661 4.8522 -1.6949
H 6.1465 3.3865 -1.1566
```

Values from the calculation:
- LUMO energy: -1.57 eV
- Total charge: 0
- Energy: -7108.78364 Eh
- F_max: 0.0969 Eh/bohr
- Kohn-Sham gap: 7.65 eV

Record 4
Below is a molecular structure, C22H57KN3O10, with properties calculated with ωB97M-V/def2-TZVPD.

Structure (XYZ):
```
93
C22H57KN3O10 | OMol25 | ωB97M-V/def2-TZVPD
K -17.6580 10.3390 9.9210
C -17.0450 6.8230 7.2720
C -17.0060 8.1120 6.3610
O -17.5020 9.1100 7.3390
O -18.3140 6.4810 7.7370
H -16.4810 6.8660 8.1700
H -16.5160 6.0510 6.7510
H -17.7140 8.0970 5.5560
H -15.9680 8.3300 6.0290
H -17.6090 9.9570 6.8920
H -18.9370 6.3780 7.0900
C -17.5610 5.4050 10.9840
C -17.8890 6.9200 11.3130
O -17.7360 7.5620 10.0670
O -17.6450 4.7210 12.2590
H -16.5370 5.3150 10.6110
H -18.3450 4.9890 10.3180
H -17.1990 7.4100 11.9600
H -18.9030 7.0130 11.8310
H -18.3530 7.1210 9.3990
H -17.0070 5.1740 12.8240
C -22.9740 6.4040 10.0200
O -21.6490 6.7100 10.3780
C -21.0680 7.6680 9.6720
C -21.3230 9.0660 10.1450
N -20.4600 10.0880 9.5440
C -20.9040 11.4200 9.7960
C -19.9800 12.3660 8.9710
O -20.4340 13.6550 8.7230
C -19.6160 14.3910 7.8160
H -23.3610 5.5880 10.6300
H -23.1320 6.1360 9.0500
H -23.7420 7.2280 10.3450
H -21.4030 7.5780 8.5920
H -20.0200 7.5250 9.7110
H -21.4760 9.1070 11.1880
H -22.2240 9.2620 9.5750
H -20.4930 10.1000 8.5200
H -20.9900 11.6970 10.8700
H -21.9550 11.5250 9.2900
H -19.8040 11.8830 7.9620
H -18.9790 12.4110 9.5120
H -19.7010 15.4920 7.8820
H -19.7370 13.9810 6.8390
H -18.5420 14.2000 8.0190
C -21.1530 7.7050 13.8880
O -20.1790 8.5940 14.4270
C -19.4340 9.1390 13.3710
C -19.2590 10.6770 13.6110
N -18.3490 11.1940 12.6100
C -18.2900 12.6110 12.5700
C -17.1000 12.9810 11.7880
O -15.9330 12.3400 12.3990
C -14.6510 12.9070 12.2830
H -22.0750 8.2410 13.5010
H -21.4780 7.1060 14.7970
H -20.7500 7.0830 13.0750
H -19.7640 9.0000 12.3100
H -18.4710 8.6380 13.5220
H -18.8020 10.8200 14.6150
H -20.1310 11.2830 13.4690
H -17.4240 11.0470 12.9470
H -18.1470 12.9990 13.6020
H -19.1600 13.0240 12.1040
H -16.8980 14.0560 11.6720
H -17.2380 12.6840 10.7060
H -14.6200 13.7630 12.8520
H -14.4790 13.1720 11.2700
H -13.8650 12.2600 12.5880
C -15.2940 7.7890 18.7540
O -15.1560 8.5800 17.5660
C -14.6180 8.0410 16.4200
C -15.2180 8.8620 15.2040
N -14.7150 8.3890 13.9680
C -15.2390 9.0950 12.7990
C -14.7540 8.5030 11.5060
O -15.2520 9.2970 10.4430
C -14.7940 8.8780 9.1830
H -14.3480 7.1840 18.8470
H -16.1430 6.9880 18.7380
H -15.3180 8.4030 19.5800
H -14.9030 7.0170 16.3480
H -13.5770 8.0200 16.2950
H -14.9580 9.9270 15.2970
H -16.2640 8.8060 15.1510
H -13.6990 8.5240 13.9440
H -14.7890 10.0860 12.9220
H -16.3120 9.2180 12.8790
H -14.9830 7.4800 11.4270
H -13.6560 8.5500 11.4440
H -15.0430 7.8200 9.0580
H -13.7420 8.8330 9.1710
H -15.2050 9.4050 8.3310
```

Values from the calculation:
- LUMO energy: -2.55 eV
- Total charge: +1
- Energy: -2388.57110 Eh
- F_max: 0.0975 Eh/bohr
- Kohn-Sham gap: 8.41 eV

> energy of number 1 (C22H56N3O12P)?

-2280.01607 Eh